The following is a quantum chemistry calculation of a cluster of 9 separate species, C14H30Cl6FN5O13 in total, from the Open Molecules 2025 dataset.

```
69
Properties=species:S:1:pos:R:3:forces:R:3:mulliken_charge:R:1
O -7.784229 -0.313278 0.629705 -0.2 -0.2 0.1 -0.492
C -6.922152 0.485560 0.545469 0.2 0.4 0.0 0.556
O -7.075472 1.765197 0.116285 -0.1 -0.1 0.1 -0.321
C -5.839769 2.447633 0.211323 0.8 0.6 0.0 -0.265
C -4.821708 1.332567 0.417070 -0.1 0.2 0.1 0.562
F -3.927353 1.627990 1.399375 -0.2 0.1 0.0 -0.315
O -5.611504 0.249280 0.850124 0.1 -0.1 -0.4 -0.335
H -5.613782 3.044522 -0.671816 -0.3 -0.3 -0.2 0.226
H -5.787945 3.151466 1.048747 -0.3 -0.3 0.2 0.234
H -4.254254 1.091253 -0.481546 0.0 -0.2 0.1 0.130
C 0.331469 -1.072198 -3.594973 -0.4 0.0 -0.3 -0.730
N 1.228613 -0.423975 -2.608211 0.1 -0.5 0.0 0.925
O 1.155987 0.778965 -2.491425 0.0 0.3 0.0 -0.580
O 1.962259 -1.154641 -1.975283 -0.1 0.3 0.1 -0.333
H 0.618918 -0.771493 -4.599664 0.2 0.1 0.1 0.300
H -0.678564 -0.708703 -3.415342 0.0 0.0 0.1 0.221
H 0.411945 -2.144290 -3.482087 0.0 -0.1 0.0 0.182
C 3.382002 -3.158380 2.768522 -0.1 -0.2 -0.3 -0.372
N 3.349135 -3.792499 4.113287 0.1 -0.1 0.0 0.968
O 2.515787 -3.392742 4.894724 -0.1 0.0 0.1 -0.554
O 4.180898 -4.642963 4.350959 0.0 0.0 0.0 -0.570
H 3.755019 -3.878862 2.046671 0.2 -0.1 0.2 0.182
H 4.048508 -2.306282 2.853037 -0.1 0.1 0.0 0.250
H 2.374924 -2.858107 2.504208 0.0 0.2 0.2 0.075
C -1.728049 4.516890 2.020288 0.1 0.0 0.6 -0.436
N -0.591126 5.114113 1.273886 -0.3 0.1 -0.1 0.930
O 0.435907 4.481386 1.200694 0.3 -0.2 0.0 -0.550
O -0.761631 6.223416 0.807833 0.0 -0.1 0.0 -0.564
H -1.529796 4.732734 3.072807 -0.1 0.1 -0.1 0.325
H -1.741378 3.434714 1.926009 0.1 0.1 -0.4 -0.034
H -2.631301 5.014546 1.697687 -0.1 0.0 -0.1 0.309
C -1.734176 3.132430 -3.651524 -0.5 0.1 -0.3 -0.747
N -2.448385 2.747037 -2.402893 0.3 0.1 0.2 0.831
O -3.659048 2.844758 -2.363433 0.0 0.0 0.0 -0.536
O -1.750002 2.354844 -1.488610 -0.3 0.0 0.0 -0.350
H -2.470632 3.454036 -4.381384 -0.1 -0.1 0.1 0.332
H -1.214313 2.246172 -3.995426 0.3 0.1 0.1 0.204
H -1.069507 3.953660 -3.412274 0.2 -0.1 0.1 0.299
C -2.773315 -1.882430 0.026236 -0.4 0.8 0.4 -0.632
N -1.640899 -2.729040 -0.406601 -0.5 -0.1 -0.6 0.870
O -1.796601 -3.469164 -1.363212 -0.1 0.1 0.2 -0.548
O -0.599313 -2.586422 0.188008 0.4 0.0 0.3 -0.432
H -3.693915 -2.051911 -0.517886 0.2 -0.4 -0.3 0.379
H -2.450030 -0.847938 -0.106617 0.1 -0.1 0.0 0.026
H -2.955467 -2.019499 1.089281 0.3 -0.2 0.0 0.290
Cl 4.572940 2.269220 1.579964 0.1 0.2 -0.1 -0.138
C 6.054124 1.465759 0.979801 -0.5 -0.5 0.1 -0.455
C 5.727744 0.045709 0.562767 -0.1 0.0 0.1 -0.175
Cl 4.761714 0.011730 -0.938145 0.1 -0.1 0.1 -0.150
H 6.736636 1.435871 1.824586 0.2 0.1 -0.1 0.306
H 6.423855 2.035333 0.136350 0.2 0.1 0.1 0.331
H 5.137839 -0.444010 1.335062 0.0 0.0 0.0 -0.086
H 6.626611 -0.548625 0.409079 0.1 0.1 -0.2 0.427
Cl 3.225788 -5.632543 -0.245440 0.0 0.1 0.1 -0.214
C 1.953786 -4.374273 -0.431964 0.2 -0.7 0.2 -0.138
C 1.325515 -4.437616 -1.784306 -0.3 0.4 -0.3 0.410
Cl 2.460499 -4.117959 -3.116637 0.1 -0.1 -0.1 -0.184
H 2.417261 -3.421308 -0.208283 -0.1 0.2 -0.1 0.023
H 1.183297 -4.629954 0.290869 0.0 0.2 0.1 0.270
H 0.566940 -3.662409 -1.822036 0.0 0.0 0.0 -0.608
H 0.833110 -5.385937 -1.971471 0.2 -0.1 0.0 0.472
Cl -1.003915 0.925821 1.772842 -0.1 -0.2 0.0 -0.221
C 0.479779 1.162464 0.812664 -0.1 0.6 -0.2 0.129
C 1.558289 0.184734 1.119355 0.5 -0.5 0.0 0.568
Cl 1.927368 0.117720 2.864445 0.0 -0.1 0.1 -0.169
H 0.838598 2.168340 1.012489 -0.2 0.1 0.1 0.224
H 0.182742 1.112407 -0.231777 0.1 -0.1 0.0 -0.232
H 2.478400 0.518487 0.643198 -0.1 0.0 -0.2 -0.059
H 1.335324 -0.819311 0.764560 -0.1 0.0 0.2 -0.238
```
Forces are in eV/Å.

Results
- Net charge: 0
- Structure (SMILES): O=C1OC[C@@H](F)O1.C[N+](=O)[O-].C[N+](=O)[O-].C[N+](=O)[O-].C[N+](=O)[O-].C[N+](=O)[O-].ClCCCl.ClCCCl.ClCCCl
- Multiplicity: 1
- Lowest unoccupied orbital energy: -0.8 eV
- Frontier orbital gap: 9.718 eV
- E: -126911.7332 eV
- HOMO: -10.49 eV



The following is a quantum chemistry calculation of an isolated molecule of C8H8O3, from the Open Molecules 2025 dataset.

```
19
Properties=species:S:1:pos:R:3:forces:R:3:mulliken_charge:R:1
C 2.011651 0.997757 1.861596 1.7 -0.5 -0.1 -1.306
C 0.932708 0.586674 0.888696 -0.6 -0.7 0.9 0.636
C 1.199094 0.496583 -0.461664 -1.0 -0.4 -1.1 -0.793
C 0.263233 -0.085623 -1.361888 0.3 0.2 1.7 0.983
O 0.571027 -0.192997 -2.675250 1.3 0.5 0.0 -0.543
C -0.974306 -0.577522 -0.853694 0.3 0.5 -0.9 -0.027
C -2.043791 -1.003031 -1.749383 -1.0 0.2 -0.2 0.133
O -3.187151 -1.290458 -1.354498 1.5 0.0 -0.7 -0.638
C -1.240237 -0.415441 0.520073 -1.1 -0.7 1.1 0.341
O -2.439168 -0.838305 1.077331 1.9 0.6 -0.4 -0.604
C -0.305081 0.114576 1.390075 0.4 0.4 -0.3 -0.770
H 2.914289 1.552065 1.409125 -1.6 -0.7 0.5 0.319
H 2.470361 0.043017 2.296493 -0.7 1.2 -0.4 0.265
H 1.588343 1.574049 2.683684 0.2 0.0 0.0 0.351
H 2.117824 0.919220 -0.840477 0.2 -0.1 -0.2 0.218
H 1.503653 0.157743 -2.760608 -1.5 -0.6 -0.1 0.290
H -1.823722 -0.954318 -2.853024 -0.2 -0.2 0.8 0.368
H -2.950990 -1.230102 0.349742 -0.4 0.0 -0.3 0.393
H -0.607739 0.146115 2.433672 0.4 0.1 -0.1 0.384
```
Forces are in eV/Å.

Results
- Net charge: 0
- Structure (SMILES): Cc1cc(O)c(C=O)c(O)c1
- Multiplicity: 1
- Lowest unoccupied orbital energy: 0.0 eV
- Frontier orbital gap: 8.754 eV
- E: -14568.0104 eV
- HOMO: -8.72 eV



The following is a quantum chemistry calculation of a structure of composition C28H41BrCaN2P2S, from the Open Molecules 2025 dataset.

```
76
Properties=species:S:1:pos:R:3:forces:R:3:mulliken_charge:R:1
C -2.022321 5.759842 -1.570224 0.0 0.0 -0.2 -0.336
C -2.105105 4.545177 -2.283467 -0.8 0.6 -0.4 0.825
C -2.722409 4.547161 -3.550728 0.1 0.3 0.0 -0.324
C -3.135436 5.780560 -4.088305 0.2 -0.4 0.7 -0.437
N -3.046637 6.919346 -3.392931 0.1 0.2 -0.2 -0.513
C -2.508362 6.934529 -2.172400 0.1 -1.0 0.0 -0.487
C -1.534622 3.338784 -1.729944 3.1 -0.7 0.2 -0.955
C -0.666282 2.559492 -1.284275 0.5 2.7 -2.5 0.192
C 0.368993 1.703820 -0.827912 -0.3 -0.7 0.5 0.566
C 1.048433 1.959005 0.396735 -0.4 0.1 0.2 -0.741
C 1.855137 0.999685 0.955680 0.1 -0.4 0.1 -0.518
C 1.905032 -0.314235 0.398034 1.9 0.7 -0.9 0.217
C 1.477874 -0.457016 -0.952634 0.1 -0.3 0.3 -0.815
C 0.690322 0.509639 -1.528325 -0.4 0.1 -0.2 -0.495
Ca -2.585516 1.970221 -0.207971 -2.1 -1.1 2.1 1.741
P 3.248154 -1.493193 1.015300 -0.2 -0.9 1.2 1.296
H -2.852092 3.625523 -4.121442 0.2 0.3 0.1 0.403
H -1.566246 5.786245 -0.577496 -0.1 0.1 -0.4 0.370
H -3.551670 5.827263 -5.106334 0.2 0.1 0.6 0.372
H -2.451970 7.890697 -1.637793 -0.1 -0.4 -0.3 0.373
H 0.293741 0.355922 -2.537701 0.1 0.1 0.4 0.507
H 0.874641 2.903181 0.925145 0.2 -0.3 -0.3 0.586
H 1.709797 -1.366709 -1.517785 -0.2 0.4 0.3 0.415
H 2.389828 1.197102 1.886848 -0.3 0.0 -0.2 0.453
C 2.622266 -2.272962 2.539145 -0.5 0.2 0.3 0.051
C 2.781309 -3.763089 2.704758 0.2 -0.5 0.1 -1.375
H 1.471398 -2.074919 2.535189 3.2 -0.7 0.5 -0.274
H 3.004403 -1.714415 3.406362 0.2 -0.1 -0.3 0.603
H 2.111430 -4.093614 3.509705 0.2 0.0 -0.2 0.431
H 2.479873 -4.295982 1.795674 0.1 0.0 0.2 0.309
H 3.797740 -4.047689 2.989745 -0.1 -0.2 -0.2 0.310
C 3.748019 -2.668116 -0.292777 -0.5 -0.1 -0.1 -0.810
C 4.662298 -2.024579 -1.344490 0.0 0.0 -0.2 -1.288
H 2.825183 -3.066165 -0.744174 0.3 0.0 0.1 0.466
H 4.240275 -3.531970 0.188085 -0.2 0.5 0.0 0.553
H 4.910853 -2.759444 -2.121067 -0.1 0.2 0.3 0.431
H 4.172511 -1.182321 -1.845041 0.1 -0.1 0.1 0.272
H 5.601777 -1.662309 -0.912922 -0.2 -0.1 -0.1 0.332
C 4.823621 -0.765632 1.567911 -0.2 1.1 -0.4 -0.829
C 5.823204 -1.840456 2.022217 0.1 -0.2 0.1 -1.099
H 4.568828 -0.068009 2.383084 0.2 -0.2 -0.2 0.502
H 5.246236 -0.164062 0.746775 -0.1 -0.1 0.3 0.530
H 6.693033 -1.357555 2.479436 -0.2 0.0 -0.1 0.424
H 5.413589 -2.535088 2.766945 0.0 0.3 -0.2 0.231
H 6.199287 -2.437107 1.182528 -0.1 0.2 0.1 0.292
Br 0.056957 -1.399537 1.841417 -3.8 1.3 -0.9 -0.419
P -3.144470 -1.939061 -0.973414 -0.5 -2.2 -0.7 -0.282
C -1.438942 -2.593889 -1.203652 0.2 0.5 0.1 0.945
C -1.387281 -4.117941 -1.114720 0.1 0.0 -0.2 -1.337
H -0.784200 -2.104649 -0.456847 -0.2 -0.3 -0.4 -0.928
H -1.130692 -2.270046 -2.212895 0.0 -0.1 0.2 0.335
H -0.342890 -4.454970 -1.128833 -0.3 0.0 0.0 0.354
H -1.858812 -4.510915 -0.205324 0.1 0.1 -0.2 0.299
H -1.900506 -4.537762 -1.987705 0.1 -0.1 0.3 0.375
C -3.406181 -2.077703 0.848633 0.3 0.2 0.1 0.107
C -4.655732 -2.925530 1.125049 -0.1 0.1 0.1 -1.340
H -3.516061 -1.071304 1.276978 0.0 -0.1 0.1 0.154
H -2.498483 -2.507742 1.301925 -0.3 0.2 -0.1 0.076
H -4.839446 -3.010413 2.201929 0.1 0.0 -0.2 0.406
H -5.538492 -2.466263 0.663437 0.1 -0.2 0.1 0.343
H -4.554334 -3.939131 0.718658 0.0 0.2 0.0 0.326
C -2.870882 -0.218580 -1.448768 0.2 0.9 0.2 1.199
C -3.004850 0.066053 -2.956089 -0.1 0.0 0.1 -1.348
H -1.859235 0.102272 -1.087862 -0.4 -0.2 -0.1 -1.106
H -3.722178 0.269955 -0.916163 0.1 -0.2 -0.2 0.253
H -3.114477 1.147949 -3.152496 0.1 -0.4 0.0 0.183
H -2.117666 -0.281850 -3.506388 -0.4 0.0 0.2 0.331
H -3.900048 -0.449115 -3.334174 0.4 0.2 0.0 0.492
S -0.768256 4.229591 3.250646 -0.3 -0.7 -0.4 -0.009
C -0.873134 2.675998 4.001490 -0.4 -0.5 -1.1 -0.363
C -1.530071 1.780328 3.187672 -0.1 1.1 -0.4 -0.434
N -1.986557 2.350391 1.997861 0.9 1.2 0.1 -0.440
C -1.604845 3.640232 1.868814 -0.2 -1.3 1.8 -0.151
H -0.426756 2.447526 4.954588 0.0 0.2 0.1 0.467
H -1.723245 0.719657 3.368018 0.2 0.5 0.0 0.464
H -1.868636 4.289896 1.031080 0.1 -0.2 0.3 0.293
```
Forces are in eV/Å.

Results
- Net charge: +2
- Multiplicity: 1
- Lowest unoccupied orbital energy: -7.0 eV
- Frontier orbital gap: 5.675 eV
- E: -150558.9970 eV
- HOMO: -12.72 eV



The following is a quantum chemistry calculation of an isolated molecule of C5H7NOS, from the Open Molecules 2025 dataset.

```
15
Properties=species:S:1:pos:R:3:forces:R:3:mulliken_charge:R:1
O -1.496973 1.496617 0.211617 0.3 -0.4 -0.3 -0.469
C -1.422744 0.193886 -0.071010 0.0 -2.2 0.7 0.200
S -2.779152 -0.805922 0.041249 1.5 1.1 -0.4 -0.309
C -0.011158 -0.260478 -0.247608 -1.1 1.3 -1.5 -0.513
C 0.853372 0.781680 -0.293285 -1.5 -0.1 1.4 -0.307
C 2.290998 0.610207 -0.182282 1.4 -1.4 0.0 -0.010
C 2.848962 -0.463823 0.878488 -1.2 1.1 0.0 -0.388
N 2.640719 -0.825735 -0.530568 2.2 0.7 0.3 -0.501
H -2.423883 1.635591 0.231254 -1.8 0.8 0.3 0.332
H 0.186900 -1.268713 -0.614350 0.0 0.2 0.8 0.436
H 0.279953 1.740518 -0.165328 1.9 -0.6 -0.2 0.407
H 2.934840 1.476714 -0.521084 -0.5 -1.4 0.6 0.352
H 3.889952 -0.235481 1.204976 -0.9 -0.4 -0.2 0.282
H 2.132872 -0.925962 1.692801 1.4 1.1 -1.9 0.223
H 3.599968 -0.889544 -0.973048 -1.6 0.2 0.5 0.267
```
Forces are in eV/Å.

Results
- Net charge: 0
- Structure (SMILES): OC(=S)/C=C/[C@H]1CN1
- Multiplicity: 1
- Lowest unoccupied orbital energy: -0.3 eV
- Frontier orbital gap: 8.451 eV
- E: -19668.4537 eV
- HOMO: -8.72 eV